Entry 1:
Density functional theory data (ωB97M-V/def2-TZVPD) for a structure of composition C87H99Cl7CuN6O14 at a distorted geometry.

```
214
Properties=species:S:1:pos:R:3
C -1.175 -12.386 -11.412
N -0.971 -11.834 -10.080
C -0.184 -10.772 -9.972
C -0.085 -10.167 -8.700
C -0.707 -10.655 -7.552
C -1.426 -11.818 -7.721
C -1.589 -12.414 -9.002
C -0.426 -10.084 -6.180
C 0.747 -9.354 -5.875
C 0.907 -8.862 -4.580
N -0.028 -9.088 -3.624
C -1.166 -9.738 -3.873
C -1.439 -10.184 -5.204
C 0.150 -8.602 -2.252
H -1.638 -11.625 -12.040
H -1.911 -13.186 -11.325
H -0.254 -12.860 -11.753
H 0.525 -10.550 -10.756
H 0.530 -9.283 -8.616
H -2.123 -12.092 -6.943
H -2.159 -13.283 -9.296
H 1.515 -9.235 -6.624
H 1.833 -8.456 -4.200
H -1.844 -9.837 -3.038
H -2.387 -10.641 -5.445
H -0.203 -9.416 -1.619
H -0.570 -7.795 -2.114
H 1.145 -8.285 -1.938
C -9.168 -11.591 -8.243
N -8.353 -11.022 -9.366
C -7.092 -10.827 -9.107
C -6.285 -10.367 -10.087
C -6.748 -10.105 -11.389
C -8.099 -10.455 -11.636
C -8.867 -10.881 -10.579
C -5.841 -9.583 -12.400
C -4.641 -10.225 -12.707
C -3.765 -9.617 -13.572
N -4.090 -8.538 -14.277
C -5.247 -7.917 -14.077
C -6.061 -8.422 -13.055
C -3.239 -8.129 -15.376
H -8.970 -12.660 -8.167
H -10.189 -11.341 -8.531
H -8.913 -11.124 -7.292
H -6.705 -10.941 -8.105
H -5.242 -10.181 -9.878
H -8.537 -10.222 -12.595
H -9.924 -11.093 -10.652
H -4.219 -11.063 -12.171
H -2.786 -10.043 -13.734
H -5.411 -6.978 -14.586
H -6.942 -7.902 -12.708
H -2.295 -8.633 -15.170
H -3.083 -7.051 -15.381
H -3.578 -8.578 -16.311
Cu -4.942 -13.101 -7.909
C -3.748 -0.296 -9.463
C -3.388 -1.474 -8.592
C -3.083 -2.664 -9.363
C -3.009 -3.906 -8.457
N -2.457 -5.182 -9.057
C -3.426 -5.740 -10.183
C -3.300 -7.291 -10.048
C -2.373 -7.693 -8.919
C -2.446 -6.352 -8.029
C -0.995 -5.010 -9.569
H -2.908 -0.028 -10.105
H -4.106 0.514 -8.828
H -4.637 -0.467 -10.071
H -4.280 -1.688 -8.002
H -2.522 -1.263 -7.965
H -2.166 -2.373 -9.875
H -3.920 -2.733 -10.058
H -4.047 -4.053 -8.159
H -2.316 -3.768 -7.628
H -3.071 -5.261 -11.096
H -4.424 -5.385 -9.929
H -2.858 -7.667 -10.971
H -4.270 -7.777 -9.942
H -1.323 -7.826 -9.180
H -2.659 -8.641 -8.463
H -1.581 -6.272 -7.370
H -3.397 -6.235 -7.510
H -0.729 -5.980 -9.988
H -0.491 -4.754 -8.637
H -0.919 -4.264 -10.361
C -5.321 -14.080 -11.567
O -4.997 -13.437 -10.362
H -5.677 -13.404 -12.345
H -4.614 -14.794 -11.989
H -6.152 -14.759 -11.373
C 0.385 -9.249 -13.784
O -0.695 -8.986 -12.969
H 1.309 -9.513 -13.270
H 0.142 -9.979 -14.557
H 0.649 -8.341 -14.325
Cl -4.811 -3.877 -13.936
O -4.112 -3.237 -12.872
O -5.917 -4.697 -13.456
O -5.319 -2.884 -14.923
O -3.854 -4.724 -14.698
O -6.554 -12.871 -6.300
H -7.063 -13.515 -5.770
O -4.187 -11.004 -7.014
H -3.906 -10.252 -7.571
Cl -0.163 -5.953 -19.405
C -1.025 -7.291 -18.630
C -0.107 -8.249 -17.837
Cl -0.954 -9.716 -17.501
H -1.567 -7.662 -19.500
H -1.705 -6.874 -17.887
H 0.196 -7.731 -16.928
H 0.743 -8.611 -18.415
Cl -8.832 -7.148 -10.918
C -9.100 -7.240 -9.128
C -8.506 -5.970 -8.560
Cl -6.714 -5.886 -8.828
H -8.645 -8.148 -8.732
H -10.163 -7.372 -8.930
H -8.730 -5.896 -7.496
H -8.857 -5.023 -8.971
Cl -11.188 -12.180 -4.874
C -9.475 -12.647 -4.503
C -8.555 -11.434 -4.220
Cl -8.607 -10.898 -2.591
H -9.177 -13.250 -5.360
H -9.551 -13.308 -3.639
H -8.947 -10.584 -4.779
H -7.510 -11.664 -4.426
C -11.798 -8.018 -13.086
C -12.497 -7.131 -11.970
C -13.258 -8.067 -10.939
C -12.425 -8.881 -10.048
N -11.782 -9.454 -9.304
H -11.048 -7.382 -13.555
H -12.393 -8.405 -13.913
H -11.363 -8.919 -12.651
H -13.296 -6.529 -12.402
H -11.785 -6.578 -11.356
H -13.811 -8.734 -11.600
H -13.898 -7.496 -10.266
C -9.005 -12.549 -14.928
C -9.185 -13.875 -14.645
C -8.161 -14.795 -14.683
C -6.870 -14.409 -15.124
C -6.703 -13.023 -15.445
C -7.765 -12.125 -15.358
C -5.382 -12.502 -15.701
O -5.149 -11.368 -16.168
C -4.245 -13.428 -15.450
C -2.968 -12.975 -15.443
C -1.860 -13.742 -15.180
C -2.096 -15.148 -14.983
C -3.369 -15.638 -14.969
C -4.487 -14.851 -15.214
C -5.809 -15.419 -15.172
O -6.081 -16.602 -14.987
H -9.771 -11.789 -14.981
H -10.227 -14.149 -14.569
H -8.405 -15.839 -14.554
H -7.665 -11.116 -15.729
H -2.580 -11.993 -15.672
H -0.884 -13.281 -15.194
H -1.367 -15.899 -14.718
H -3.560 -16.656 -14.662
C -11.260 -14.017 -9.226
C -10.514 -13.987 -10.404
C -10.969 -13.247 -11.511
C -12.208 -12.602 -11.482
C -12.948 -12.678 -10.245
C -12.456 -13.335 -9.119
C -14.369 -12.164 -10.160
O -15.010 -12.362 -9.140
C -15.025 -11.632 -11.452
C -16.389 -11.250 -11.425
C -16.988 -10.760 -12.548
C -16.226 -10.610 -13.771
C -14.877 -11.025 -13.768
C -14.242 -11.472 -12.596
C -12.728 -11.922 -12.709
O -12.057 -11.736 -13.725
H -10.764 -14.625 -8.484
H -9.575 -14.500 -10.551
H -10.239 -13.213 -12.307
H -12.993 -13.312 -8.182
H -16.900 -11.266 -10.473
H -18.006 -10.400 -12.557
H -16.588 -10.133 -14.669
H -14.205 -10.827 -14.590
C -6.843 -11.855 -19.947
C -6.422 -11.664 -21.246
C -6.021 -10.418 -21.602
C -5.784 -9.335 -20.701
C -6.125 -9.585 -19.343
C -6.645 -10.897 -19.018
C -5.928 -8.564 -18.210
O -6.249 -8.671 -16.983
C -5.345 -7.268 -18.716
C -5.162 -6.171 -17.814
C -4.441 -5.007 -18.237
C -3.895 -4.915 -19.502
C -4.211 -5.909 -20.388
C -4.930 -7.042 -20.063
C -5.093 -8.094 -21.104
O -4.692 -8.011 -22.273
H -7.385 -12.771 -19.766
H -6.550 -12.339 -22.079
H -5.710 -10.254 -22.623
H -7.058 -11.041 -18.030
H -5.541 -6.260 -16.807
H -4.138 -4.304 -17.476
H -3.198 -4.126 -19.747
H -3.702 -5.838 -21.338
```

Its maximum force is 4.37 eV/Å. Its total charge is +1. Its HOMO-LUMO gap is 3.368 eV. The value obtained for the total energy is -9617.4124 hartree.

Löwdin population analysis, charges in e, atoms 1 to 4:
1 C 0.028
2 N -0.077
3 C 0.020
4 C 0.012



Entry 2:
Density functional theory data (ωB97M-V/def2-TZVPD) for a structure of composition C8H10 at a distorted geometry.

```
18
Properties=species:S:1:pos:R:3
C -1.943 1.387 0.117
C -1.242 -0.021 -0.141
C -2.016 -1.278 -0.074
C 0.114 0.048 -0.091
C 0.698 -1.167 0.105
C 2.109 -0.870 0.039
C 2.202 0.644 0.061
C 1.035 1.221 -0.109
H -2.041 1.427 1.352
H -2.922 1.390 -0.301
H -1.270 2.214 -0.229
H -1.532 -2.240 -0.908
H -3.435 -0.998 -0.368
H -1.964 -1.366 1.311
H 0.362 -2.115 0.067
H 3.011 -1.494 0.218
H 3.177 1.242 -0.105
H 0.880 2.155 -0.482
```

Its maximum force is 8.93 eV/Å. The energy above the lowest of the compared OMol25 structures with the same formula, charge and spin is 6.632 eV. Its total charge is 0. Its HOMO-LUMO gap is 7.950 eV. The value obtained for the total energy is -310.5920 hartree.

Löwdin population analysis, charges in e, atoms 1 to 4:
1 C -0.046
2 C -0.349
3 C -0.118
4 C -0.326



Entry 3:
Density functional theory data (ωB97M-V/def2-TZVPD) for a structure of composition C8H10 at a distorted geometry.

```
18
Properties=species:S:1:pos:R:3
C -0.814 -0.242 2.613
C -0.621 -0.964 1.192
C -0.717 0.091 -0.049
C -0.825 0.238 -1.471
C 0.285 0.419 -2.339
C 1.657 0.269 -1.686
C 1.937 -0.121 -0.400
C 0.604 -0.760 0.045
H -1.356 1.326 2.640
H 0.371 -0.304 3.423
H -2.028 -0.870 2.802
H -1.176 -1.836 1.129
H -0.619 1.163 0.155
H -1.867 0.651 -1.993
H -0.222 1.340 -3.283
H 2.355 0.881 -2.240
H 2.889 0.228 0.262
H 0.148 -1.509 -0.800
```

Its maximum force is 6.32 eV/Å. The energy above the lowest of the compared OMol25 structures with the same formula, charge and spin is 12.551 eV. Its total charge is 0. Its HOMO-LUMO gap is 8.828 eV. The value obtained for the total energy is -310.3744 hartree.

Löwdin population analysis, charges in e, atoms 1 to 4:
1 C -0.167
2 C -0.224
3 C -0.278
4 C -0.196



Entry 4:
Density functional theory data (ωB97M-V/def2-TZVPD) for an isolated molecule of C8H10.

```
18
Properties=species:S:1:pos:R:3
C 1.776 -1.817 0.099
C 0.331 -1.629 0.520
C -0.264 -0.295 0.127
C 0.166 0.399 -0.999
C -0.253 1.686 -1.315
C -1.178 2.299 -0.484
C -1.647 1.610 0.625
C -1.202 0.336 0.938
H 2.011 -2.005 -0.949
H 2.410 -0.983 0.393
H 2.181 -2.690 0.597
H -0.272 -2.486 0.210
H 0.374 -1.617 1.606
H 0.785 -0.161 -1.695
H 0.125 2.111 -2.234
H -1.423 3.345 -0.560
H -2.327 2.085 1.317
H -1.593 -0.189 1.803
```

Its maximum force is 0.89 eV/Å. The energy above the lowest of the compared OMol25 structures with the same formula, charge and spin is 0.172 eV. Its total charge is 0. The SMILES is CCc1ccccc1. Its HOMO-LUMO gap is 10.131 eV. The value obtained for the total energy is -310.8293 hartree.

Löwdin population analysis, charges in e, atoms 1 to 4:
1 C -0.126
2 C -0.205
3 C -0.238
4 C -0.056



Entry 5:
Density functional theory data (ωB97M-V/def2-TZVPD) for a structure of composition C8H10AlBClF4MgN3O9S at a distorted geometry.

```
39
Properties=species:S:1:pos:R:3
C -0.824 2.737 2.520
C -0.719 1.433 2.750
N -0.982 -0.008 2.942
N -0.654 -0.809 1.888
C 0.725 -1.341 1.846
C -1.306 -0.542 0.609
C -0.960 0.614 -0.475
O -2.252 -1.347 0.251
S -2.562 -0.337 3.595
O -2.985 -1.746 3.183
O -2.519 -0.335 5.122
F -3.660 0.842 3.027
H -0.951 3.884 2.674
H 1.387 -1.005 0.968
H 1.296 -1.178 2.851
H 0.642 -2.504 1.750
H -1.735 1.483 -0.449
H 0.133 0.998 -0.420
H -1.093 0.120 -1.541
C -3.558 -3.090 -2.625
N -2.546 -3.855 -3.410
O -2.849 -5.001 -3.794
O -1.485 -3.302 -3.623
H -4.454 -3.699 -2.510
H -3.118 -2.864 -1.652
H -3.782 -2.178 -3.179
Mg -0.044 0.471 -2.520
B 5.332 3.094 -0.468
O 4.070 3.788 -0.807
C 3.107 2.873 -0.793
O 1.939 3.098 -1.028
C 3.672 1.573 -0.455
O 3.035 0.524 -0.363
O 4.971 1.678 -0.262
F 5.890 3.640 0.728
F 6.262 3.212 -1.547
F 2.725 5.302 -0.089
Al -4.153 -5.972 -2.502
Cl 4.006 -0.250 -2.192
```

Its maximum force is 9.03 eV/Å. The energy above the lowest of the compared OMol25 structures with the same formula, charge and spin is 3.372 eV. Its total charge is +2. Its HOMO-LUMO gap is 2.712 eV. The value obtained for the total energy is -2876.2016 hartree.

Löwdin population analysis, charges in e, atoms 1 to 4:
1 C 0.162
2 C -0.095
3 N -0.190
4 N -0.204



Entry 6:
Density functional theory data (ωB97M-V/def2-TZVPD) for a structure of composition C8H10AlO5 at a distorted geometry.

```
24
Properties=species:S:1:pos:R:3
O -0.420 -0.852 -3.487
C -0.046 -1.100 -2.420
Al 0.656 -1.384 -0.453
O 4.058 3.017 -2.877
C 3.607 1.982 -2.684
C 1.312 -3.460 -0.937
O 1.923 -4.344 -1.343
C 2.187 -0.961 0.707
O 3.063 -0.715 1.444
C -1.550 -1.387 1.440
C -1.703 -0.420 0.288
O -0.361 0.225 0.073
C 0.020 1.378 0.873
C -0.997 2.447 0.523
H -0.848 -2.203 1.235
H -2.505 -1.843 1.672
H -1.196 -0.862 2.323
H -1.999 -0.887 -0.657
H -2.444 0.373 0.454
H 0.003 1.134 1.940
H 1.031 1.683 0.606
H -2.015 2.174 0.859
H -0.767 3.414 0.990
H -1.010 2.591 -0.569
```

Its maximum force is 9.19 eV/Å. The energy above the lowest of the compared OMol25 structures with the same formula, charge and spin is 1.501 eV. Its total charge is +3. Its HOMO-LUMO gap is 5.911 eV. The value obtained for the total energy is -928.1669 hartree.

Löwdin population analysis, charges in e, atoms 1 to 4:
1 O 0.352
2 C 0.201
3 Al 0.626
4 O 0.049